# 1
C2HCl3OS | ωB97M-V with the def2-TZVPD basis set

For the energy relative to the best compared isomer or geometry (same formula, charge and spin), the calculation gives 25.5 kcal/mol. For the max |F|, the calculation gives 3.0 eV Å⁻¹. The value obtained for the HOMO energy is -9.92 eV. The HOMO-LUMO gap is 9.025 eV.

Last column: Löwdin charge in e.
CARTESIAN COORDINATES (ANGSTROEM)
C 0.4343 -0.2011 0.0965  -0.480
C 0.5611 1.1674 -0.0517  -1.218
O -0.6371 -2.3836 0.8622  -0.527
S -1.0973 -1.0116 0.6900  0.632
Cl 1.9604 2.0852 -0.6361  0.600
Cl -0.7334 2.0867 0.5136  0.661
Cl -1.7556 -0.7208 -1.3534  0.194
H 1.2676 -1.0222 -0.1212  0.140

Atoms 1-6, force components in eV/Å:
C 2.53 0.96 -0.35
C 0.80 -2.86 0.56
O -0.53 0.23 0.17
S 1.46 0.16 -1.57
Cl -1.11 -1.08 0.41
Cl -0.59 0.95 -0.01


# 2
C2HCl4NO | ωB97M-V with the def2-TZVPD basis set

For the energy relative to the best compared isomer or geometry (same formula, charge and spin), the calculation gives 53.2 kcal/mol. For the max |F|, the calculation gives 1.5 eV Å⁻¹. The value obtained for the HOMO energy (alpha / beta) is -8.66 / -8.94 eV. The HOMO-LUMO gap (alpha / beta) is 8.188 / 8.144 eV.

Last column: Löwdin charge in e.
CARTESIAN COORDINATES (ANGSTROEM)
C 0.1886 0.7408 0.0825  -1.152
C 1.5731 0.6075 -0.4184  -1.392
N 2.1653 -1.2242 0.8164  0.058
O 1.7920 -2.1733 0.3197  0.045
Cl -0.7547 2.2660 -0.2045  0.519
Cl 0.3359 0.6889 1.8690  0.574
Cl 1.8311 0.0442 -2.0044  0.646
Cl 2.6685 1.8216 -0.0333  0.651
H -0.5319 0.1192 -0.4411  0.050

Atoms 1-6, force components in eV/Å:
C -0.43 0.94 0.33
C -0.14 -0.50 -0.12
N -0.13 0.33 -0.53
O 0.09 0.19 0.05
Cl 0.46 0.57 -0.51
Cl -0.57 -0.64 -0.07


# 3
C2HCl4O3S | ωB97M-V with the def2-TZVPD basis set

For the max |F|, the calculation gives 5.0 eV Å⁻¹. The value obtained for the HOMO energy (alpha / beta) is -4.73 / -4.73 eV. The HOMO-LUMO gap (alpha / beta) is 7.335 / 7.336 eV. The total charge is -1.

Last column: Löwdin charge in e.
CARTESIAN COORDINATES (ANGSTROEM)
C 2.0893 0.0067 0.2011  -1.007
C 0.9169 0.8204 0.3211  -1.099
O -2.2689 -1.0629 -1.1561  -0.302
O -2.6565 1.1129 -0.2647  -0.405
O -3.3740 -0.6604 1.0857  -0.318
S -2.5010 -0.2970 0.0103  0.281
Cl 2.2324 -1.2735 1.4297  0.500
Cl 2.4366 -1.1061 -1.5965  0.065
Cl -0.5351 0.0936 0.9862  0.739
Cl 0.6092 1.8870 -1.0846  0.522
H 3.0511 0.4794 0.0677  0.023

Atoms 1-6, force components in eV/Å:
C -0.52 -0.73 0.13
C 0.77 0.10 -1.50
O 0.45 -1.86 -0.01
O 0.15 0.07 -0.27
O 0.88 -1.83 0.58
S -2.51 4.05 -1.63


# 4
C2HClF2OS | ωB97M-V with the def2-TZVPD basis set

For the energy relative to the best compared isomer or geometry (same formula, charge and spin), the calculation gives 9.0 kcal/mol. For the max |F|, the calculation gives 1.0 eV Å⁻¹. The value obtained for the HOMO energy is -10.26 eV. The HOMO-LUMO gap is 9.836 eV. As for the SMILES: O=C(F)[C@H](Cl)SF.

Last column: Löwdin charge in e.
CARTESIAN COORDINATES (ANGSTROEM)
O -0.9586 1.0789 -1.7116  0.175
C -0.3363 0.2463 -1.1663  -0.594
F 0.5023 -0.5608 -1.8691  0.081
C -0.2614 -0.1081 0.2911  -0.863
Cl -1.7636 0.4039 1.1225  0.613
S 1.2481 0.6777 0.9562  0.959
F 1.6919 -0.5551 1.9457  -0.458
H -0.1223 -1.1827 0.4316  0.087

Atoms 1-6, force components in eV/Å:
O -0.11 0.13 0.19
C 0.36 -0.35 -0.82
F -0.19 0.11 0.29
C 0.05 0.48 0.77
Cl 0.33 -0.22 -0.15
S -0.27 -0.90 0.23


# 5
C2HClFO2 | ωB97M-V with the def2-TZVPD basis set

For the energy relative to the best compared isomer or geometry (same formula, charge and spin), the calculation gives 6.7 kcal/mol. For the max |F|, the calculation gives 5.2 eV Å⁻¹. The value obtained for the HOMO energy is -4.55 eV. The HOMO-LUMO gap is 8.324 eV. The total charge is -1. As for the SMILES: O=C([O-])[C@H](F)Cl.

Last column: Löwdin charge in e.
CARTESIAN COORDINATES (ANGSTROEM)
O -2.7844 -0.6483 -0.2636  -0.004
C -1.6525 -0.9264 -0.0511  -0.839
O -1.0274 -1.9023 0.1386  0.025
C -0.6347 0.3837 0.0186  -0.584
F -0.1413 0.3925 1.3455  -0.131
Cl -1.0676 2.1074 -0.3417  0.492
H 0.2729 0.4003 -0.5362  0.041

Atoms 1-6, force components in eV/Å:
O -4.09 0.70 -0.72
C 1.22 4.31 -0.56
O 2.70 -4.34 0.82
C 0.89 0.15 1.40
F -0.39 0.16 -0.16
Cl -0.88 0.05 0.09


# 6
C2HClFP | ωB97M-V with the def2-TZVPD basis set

For the energy relative to the best compared isomer or geometry (same formula, charge and spin), the calculation gives 39.3 kcal/mol. For the max |F|, the calculation gives 2.8 eV Å⁻¹. The value obtained for the HOMO energy (alpha / beta) is -7.73 / -7.82 eV. The HOMO-LUMO gap (alpha / beta) is 7.240 / 7.479 eV.

Last column: Löwdin charge in e.
CARTESIAN COORDINATES (ANGSTROEM)
C -0.8186 -0.2281 0.2128  -0.481
C 0.2831 -0.8846 0.0612  -0.722
F 0.5227 1.7948 -0.8270  -0.439
P 0.0227 1.4086 0.6671  0.858
Cl 1.8431 -1.3487 -0.1587  0.690
H -1.8529 -0.7421 0.0446  0.093

Force components x, y, z for each atom (eV/Å):
C -1.92 -1.34 -0.47
C 0.97 2.35 0.99
F -0.17 0.42 0.01
P -0.16 -2.63 -0.84
Cl -0.26 -0.39 -0.08
H 1.53 1.59 0.39


# 7
C2HClN2O2 | ωB97M-V with the def2-TZVPD basis set

For the energy relative to the best compared isomer or geometry (same formula, charge and spin), the calculation gives 60.4 kcal/mol. For the max |F|, the calculation gives 4.4 eV Å⁻¹. The value obtained for the HOMO energy (alpha / beta) is -8.94 / -8.94 eV. The HOMO-LUMO gap (alpha / beta) is 8.614 / 8.613 eV.

Last column: Löwdin charge in e.
CARTESIAN COORDINATES (ANGSTROEM)
C 0.9429 0.2872 0.7191  -0.627
C -1.7887 -0.9333 0.4447  -0.468
N 1.1194 0.6908 -0.3870  -0.158
N 0.8158 0.5932 -1.6069  0.054
O -1.5719 -1.6035 -0.4366  0.234
O -2.1917 -0.3486 1.3765  0.176
Cl 1.7743 -0.1454 2.0640  0.723
H 0.8999 1.4596 -2.1738  0.066

Atoms 1-6, force components in eV/Å:
C -0.16 0.72 0.72
C -2.19 1.69 3.43
N -1.20 -0.54 -1.89
N 0.80 0.33 -0.37
O 1.35 -1.68 -2.78
O 0.82 0.01 -0.62


# 8
C2HClN2O2 | ωB97M-V with the def2-TZVPD basis set

For the energy relative to the best compared isomer or geometry (same formula, charge and spin), the calculation gives 68.1 kcal/mol. For the max |F|, the calculation gives 4.7 eV Å⁻¹. The value obtained for the HOMO energy (alpha / beta) is -8.97 / -8.97 eV. The HOMO-LUMO gap (alpha / beta) is 8.434 / 8.432 eV.

Last column: Löwdin charge in e.
CARTESIAN COORDINATES (ANGSTROEM)
C -0.3082 -1.2601 -0.4430  -0.615
C 1.6738 1.3793 -0.2712  -0.515
N -1.0038 -0.6563 0.3367  -0.175
N -1.9723 0.1094 0.5699  0.055
O 1.7455 0.9755 0.7737  0.199
O 1.6511 1.6414 -1.3714  0.230
Cl 1.1547 -1.8906 -0.2129  0.736
H -2.9410 -0.2986 0.6182  0.085

Atoms 1-6, force components in eV/Å:
C -0.44 0.96 0.14
C 0.18 -0.30 -1.26
N -3.79 0.88 -1.12
N 0.43 0.10 0.29
O 0.11 -0.94 4.58
O -0.28 1.41 -3.27


# 9
C2HClN2O2 | ωB97M-V with the def2-TZVPD basis set

For the energy relative to the best compared isomer or geometry (same formula, charge and spin), the calculation gives 93.4 kcal/mol. For the max |F|, the calculation gives 2.7 eV Å⁻¹. The value obtained for the HOMO energy is -12.14 eV. The HOMO-LUMO gap is 11.196 eV. As for the SMILES: N#C[C@@H](Cl)[N+](=O)[O-].

Last column: Löwdin charge in e.
CARTESIAN COORDINATES (ANGSTROEM)
N 0.3647 -1.5288 -1.9779  0.185
C 0.0681 -0.9335 -1.0476  -0.247
C -0.2573 -0.3753 0.3055  -0.437
Cl 0.9869 -1.2832 1.4353  0.594
N 0.0316 1.1329 0.2991  -0.455
O 1.1266 1.5311 0.4813  0.111
O -0.9409 1.7600 -0.0394  0.091
H -1.3797 -0.3032 0.5437  0.158

Atoms 1-6, force components in eV/Å:
N 0.02 0.03 -0.47
C -0.65 0.43 1.67
C 0.51 -0.67 0.18
Cl -2.13 1.27 -1.09
N -0.39 -0.82 -0.92
O 1.33 0.49 0.53


# 10
C2HClNO2 | ωB97M-V with the def2-TZVPD basis set

For the energy relative to the best compared isomer or geometry (same formula, charge and spin), the calculation gives 0.0 kcal/mol. For the max |F|, the calculation gives 1.7 eV Å⁻¹. The value obtained for the HOMO energy is -5.06 eV. The HOMO-LUMO gap is 8.992 eV. The total charge is -1.

Last column: Löwdin charge in e.
CARTESIAN COORDINATES (ANGSTROEM)
C 0.5914 1.5376 1.1872  -0.142
C 0.1088 0.9615 -2.2663  -0.696
N 0.0915 0.6203 0.6794  -0.005
O -0.9454 1.3987 -2.4180  0.111
O 1.2396 0.7513 -2.2436  0.112
Cl -0.6873 -1.3679 -1.3754  -0.212
H -0.2680 -0.1373 0.1038  -0.167

Atoms 1-6, force components in eV/Å:
C -0.14 -0.17 0.02
C 0.07 0.25 -0.46
N 0.59 1.26 0.97
O -1.42 0.61 -0.06
O 1.52 -0.34 0.13
Cl -0.23 -0.62 0.15